Record 1
Computed, not measured: a cluster of 2 separate species, C8H5N in total, with the ωB97M-V functional and the def2-TZVPD basis.

Properties
Strongest force on any atom (Eh/bohr): 0.0795
Relative energy (zero: lowest compared OMol25 entry of this formula, charge and spin) (kcal per mole): 82.15
Gap between HOMO and LUMO (eV): 6.6301
Charge: 0

Last column: natural (NBO) charge in e.
Cartesian coordinates (Å):
C 0.444751 -2.316936 -1.487850  -0.484
C 1.472196 -1.833015 -2.111519  0.166
C 0.788685 1.483334 -0.227122  -0.220
C 0.620296 0.091130 -0.237014  -0.279
C -0.063633 2.181726 0.655924  0.013
C -1.025580 0.311703 1.568948  -0.040
C -0.229186 -0.422663 0.678453  0.074
C -0.491319 -2.632224 -0.714949  0.062
N -0.837399 1.588856 1.587158  -0.391
H 1.464464 2.019735 -1.010768  0.232
H 1.072265 -0.465322 -0.984748  0.226
H -0.246353 3.262531 0.377312  0.205
H -1.614892 -0.071847 2.386130  0.207
H -1.354295 -3.197007 -0.479956  0.227

Forces on the atoms, in the same order (eV/Å):
C 0.787 -1.021 -1.089
C -0.091 -0.348 -0.288
C 0.047 0.981 -0.586
C -1.607 2.247 3.011
C 0.268 0.647 -1.402
C 1.315 -2.017 0.271
C -0.254 -1.287 -1.747
C -0.390 2.318 1.755
N 0.066 2.792 -1.167
H -1.404 -0.980 1.623
H 1.343 -1.176 -1.496
H 0.434 -1.079 1.248
H -0.288 -0.491 -0.223
H -0.226 -0.585 0.092

Record 2
Computed, not measured: a structure of composition C43H47ClN7O2SSbSc, with the ωB97M-V functional and the def2-TZVPD basis.

Properties
Strongest force on any atom (Eh/bohr): 0.0155
Relative energy (zero: lowest compared OMol25 entry of this formula, charge and spin) (kcal per mole): 7.31
Spin multiplicity: 2
⟨S²⟩: 0.7766
Gap between HOMO and LUMO (spin up / spin down) (eV): 5.2440 / 5.5790
Charge: 0

Last column: Mulliken spin population.
Cartesian coordinates (Å):
Sc -0.356724 0.134364 0.211114  -0.033
Cl -4.883145 0.074056 -5.590225  0.000
C -3.575573 0.023210 -4.443941  0.000
C -2.546412 -0.911157 -4.608314  0.000
C -1.505018 -0.960398 -3.717901  0.001
C -1.445950 -0.101039 -2.595265  0.000
O -0.450329 -0.171295 -1.767135  -0.004
C -2.491107 0.851495 -2.455899  0.000
C -2.460257 1.881727 -1.446955  0.001
N -1.674679 1.894162 -0.427006  -0.001
C -1.591826 3.036784 0.408697  0.002
C -2.576699 3.962678 0.616327  0.009
C -2.364255 5.040560 1.502892  -0.003
C -1.177277 5.178223 2.163467  0.004
C -0.139021 4.235385 1.966775  -0.006
C 1.112386 4.300336 2.629102  0.010
C 2.055616 3.346596 2.386828  -0.001
C 1.754904 2.302861 1.485102  0.015
N 0.598965 2.206170 0.865829  -0.002
C -0.350231 3.162343 1.088776  -0.006
C -3.534948 0.906380 -3.398856  -0.001
H -2.572308 -1.585647 -5.452507  0.000
H -0.702088 -1.668631 -3.855692  0.000
H -3.124634 2.732841 -1.628086  0.000
H -3.540288 3.859062 0.135705  0.000
H -3.163966 5.747627 1.670434  0.000
H -1.019371 5.993368 2.855939  0.000
H 1.297249 5.102318 3.332162  0.001
H 3.016381 3.355434 2.882259  0.000
H 2.472939 1.513119 1.284024  0.002
H -4.308786 1.655099 -3.292540  0.000
S 1.609770 -1.258272 0.762255  0.000
C 1.472374 -1.166735 2.538703  -0.150
N 2.321937 -1.910803 3.192556  0.307
N 2.289517 -1.778990 4.571856  0.019
C 2.607813 -0.650367 5.293048  0.002
C 2.846832 0.604080 4.731795  0.006
C 3.192548 1.672561 5.544712  0.002
C 3.304318 1.537116 6.919137  0.005
C 3.072952 0.284609 7.479647  0.001
C 2.735031 -0.789515 6.683306  0.004
N 0.565035 -0.388491 3.191672  0.448
N -0.444041 0.097596 2.464952  0.242
C -1.327354 0.865735 3.239593  -0.096
C -0.983855 1.425524 4.480119  0.109
C -1.907420 2.180929 5.178050  -0.037
C -3.187938 2.398977 4.677911  0.071
C -3.535076 1.841084 3.457006  -0.045
C -2.618726 1.082537 2.748111  0.087
H 2.591704 -2.636659 5.013599  0.002
H 2.766739 0.741835 3.661100  0.009
H 3.378228 2.637289 5.087596  0.001
H 3.573553 2.380051 7.539215  0.000
H 3.155332 0.144417 8.548819  0.000
H 2.552059 -1.758007 7.133258  -0.001
H 0.005881 1.250114 4.875719  0.005
H -1.622963 2.606300 6.132015  -0.001
H -3.901696 2.990872 5.233227  0.006
H -4.528014 1.992495 3.053574  -0.001
H -2.900364 0.648966 1.791544  0.013
C 3.607995 -5.493299 -2.251415  0.000
C 3.277070 -4.214826 -1.491347  0.000
C 4.559129 -3.500109 -1.065759  0.000
Sb 1.935436 -2.716133 -2.326874  -0.004
C 2.082971 -2.897249 -4.506072  0.000
C 2.558896 -4.193721 -5.146506  0.000
C 2.973506 -1.742036 -4.965724  0.000
C 0.062661 -3.817948 -2.014210  0.000
C -0.050942 -4.376264 -0.601433  -0.005
C -0.217409 -4.909863 -3.039233  0.000
H 4.013253 -6.240330 -1.563337  0.000
H 4.372276 -5.311712 -3.007478  0.000
H 2.751068 -5.941012 -2.751638  0.000
H 2.732450 -4.483966 -0.581430  0.000
H 5.109648 -3.127958 -1.933756  0.000
H 5.223957 -4.180994 -0.527374  0.000
H 4.349522 -2.653400 -0.412043  0.000
H 1.064945 -2.694478 -4.857716  0.000
H 3.607326 -4.380814 -4.920328  0.000
H 2.475198 -4.125802 -6.235710  0.000
H 1.990657 -5.063383 -4.826891  0.000
H 3.993077 -1.862027 -4.592768  0.000
H 2.610946 -0.777321 -4.609688  0.000
H 3.031891 -1.699933 -6.056466  0.000
H -0.697634 -3.039327 -2.124024  0.000
H 0.631236 -5.214857 -0.450127  0.000
H -1.063380 -4.759491 -0.434736  0.000
H 0.164634 -3.627737 0.164363  0.002
H 0.490937 -5.733252 -2.942084  0.000
H -0.165288 -4.547107 -4.064766  0.000
H -1.216960 -5.331661 -2.891110  0.000
O -1.938545 -1.179736 0.325751  0.007
N -2.918322 -1.825363 0.899428  0.000
C -3.970328 -2.209559 0.152674  0.000
C -5.010197 -2.892381 0.742003  0.000
C -4.961257 -3.184848 2.097735  0.001
C -3.855240 -2.791394 2.833566  -0.006
C -2.829283 -2.109465 2.215067  -0.006
H -3.904121 -1.939855 -0.889915  0.000
H -5.846363 -3.191357 0.127998  0.000
H -5.774528 -3.713540 2.571467  0.000
H -3.768375 -3.005968 3.888499  0.000
H -1.922735 -1.756603 2.687698  0.014

Forces on the atoms, in the same order (eV/Å):
Sc 0.272 -0.102 0.470
Cl -0.008 -0.001 -0.004
C 0.000 0.055 0.062
C -0.016 0.023 0.006
C -0.041 0.035 0.030
C 0.076 0.023 -0.018
O -0.111 0.058 -0.271
C -0.090 0.085 0.146
C 0.125 -0.015 -0.035
N -0.252 0.147 -0.008
C 0.020 -0.084 -0.151
C 0.039 0.040 0.102
C 0.062 -0.100 -0.019
C 0.014 -0.071 -0.015
C 0.043 0.114 0.092
C -0.083 -0.046 -0.028
C -0.059 -0.054 -0.118
C -0.065 0.053 -0.003
N 0.082 -0.177 0.022
C 0.054 0.009 -0.048
C 0.032 -0.088 -0.066
H -0.011 -0.034 -0.039
H 0.060 -0.018 -0.006
H 0.083 -0.033 0.000
H -0.019 -0.016 -0.001
H -0.022 0.037 -0.002
H 0.005 0.045 0.026
H 0.007 0.031 0.009
H -0.010 0.020 -0.037
H -0.066 0.009 0.032
H -0.043 0.029 -0.002
S 0.022 0.103 0.195
C -0.131 0.128 -0.123
N 0.173 0.297 -0.105
N -0.259 -0.649 0.296
C 0.193 0.104 0.149
C 0.007 0.075 -0.169
C -0.014 0.069 0.013
C -0.003 -0.059 0.003
C 0.004 0.085 -0.029
C -0.047 0.026 0.001
N -0.243 -0.102 -0.083
N 0.252 0.036 0.222
C 0.073 -0.119 -0.081
C 0.048 -0.101 -0.081
C -0.050 0.029 0.011
C 0.050 -0.009 0.013
C -0.018 0.023 0.013
C -0.035 0.012 -0.135
H 0.035 0.195 -0.173
H 0.030 -0.056 0.119
H 0.011 0.024 0.012
H 0.001 0.033 0.024
H 0.013 -0.004 0.057
H -0.005 -0.042 0.002
H 0.063 -0.010 0.004
H 0.005 0.018 0.028
H -0.028 0.025 0.030
H -0.048 0.013 -0.021
H 0.015 0.071 0.048
C -0.054 -0.021 -0.031
C 0.086 0.036 0.076
C -0.002 0.008 0.030
Sb -0.084 -0.053 0.023
C 0.121 0.015 -0.079
C -0.041 -0.027 -0.007
C -0.045 0.044 -0.025
C -0.010 -0.002 -0.127
C 0.039 0.047 0.086
C -0.039 0.023 0.001
H 0.053 -0.022 0.029
H -0.005 0.019 -0.062
H -0.063 -0.015 0.010
H -0.007 0.031 0.004
H 0.021 0.008 -0.032
H 0.026 -0.045 0.024
H -0.016 0.031 0.018
H -0.043 -0.007 0.053
H 0.067 -0.010 0.043
H 0.005 0.002 -0.049
H -0.042 -0.067 0.034
H 0.050 -0.013 0.022
H -0.016 0.032 0.016
H -0.005 -0.005 -0.069
H 0.013 0.030 0.036
H 0.035 -0.031 0.001
H -0.061 -0.025 0.027
H -0.008 -0.014 -0.041
H 0.058 -0.040 -0.002
H -0.006 0.029 -0.075
H -0.053 -0.020 0.023
O -0.533 -0.145 -0.575
N 0.371 -0.020 0.335
C 0.056 0.037 0.138
C 0.023 0.010 -0.013
C 0.029 0.031 -0.016
C 0.023 0.001 -0.035
C -0.076 -0.026 -0.159
H -0.004 0.024 -0.036
H -0.023 -0.007 0.003
H -0.028 -0.038 0.017
H -0.014 0.005 0.003
H 0.010 0.000 0.014

Record 3
Computed, not measured: the molecule C8H13N, with the ωB97M-V functional and the def2-TZVPD basis.

Properties
Strongest force on any atom (Eh/bohr): 0.0324
Relative energy (zero: lowest compared OMol25 entry of this formula, charge and spin) (kcal per mole): 128.12
Gap between HOMO and LUMO (spin up / spin down) (eV): 7.2353 / 8.0290
Charge: 0

Last column: natural (NBO) charge in e.
Cartesian coordinates (Å):
C -0.153390 -0.468114 -1.453723  -0.109
C -0.835228 -1.783982 -1.663366  -0.644
C -0.649857 -0.385338 1.823141  -0.610
C -0.686554 0.594183 -0.709706  0.004
C 0.290393 0.393506 0.902568  0.063
C 2.505233 -0.387064 0.208872  -0.051
C -1.535727 1.585396 -0.880601  -0.429
C 0.767030 1.603440 1.391157  -0.434
N 1.250671 -0.570887 0.303586  -0.416
H 0.630482 -0.225769 -2.164057  0.206
H -1.288918 -1.801976 -2.660307  0.221
H -1.629476 -1.952784 -0.939523  0.216
H -0.125078 -2.610909 -1.603650  0.222
H -1.496626 0.255788 2.065215  0.214
H -0.127444 -0.697269 2.727430  0.218
H -1.042772 -1.278477 1.341188  0.216
H 3.136135 -1.193377 -0.151135  0.172
H 3.003690 0.569305 0.334531  0.152
H -1.784532 2.227529 -0.041524  0.200
H -1.982788 1.830846 -1.835358  0.207
H 1.599673 2.119448 0.934299  0.187
H 0.155083 2.176504 2.070965  0.195

Forces on the atoms, in the same order (eV/Å):
C -1.099 0.908 -0.861
C 0.131 0.079 0.248
C -0.173 0.167 -0.452
C 0.511 -1.125 -0.653
C 0.814 -0.277 0.079
C -0.836 0.522 -0.225
C 0.221 0.193 0.669
C -0.325 0.072 -0.408
N 0.478 -0.390 0.805
H 0.232 -0.118 0.249
H 0.043 -0.008 0.002
H -0.011 0.019 0.057
H -0.021 -0.020 -0.006
H 0.012 -0.014 0.223
H -0.001 0.099 0.009
H 0.070 0.001 -0.134
H -0.147 -0.157 -0.153
H 0.048 0.167 0.468
H 0.129 0.188 -0.033
H -0.152 -0.300 -0.009
H 0.073 -0.041 0.000
H 0.001 0.033 0.126

Record 4
Computed, not measured: a cluster of 5 separate species, C31H44N5O4P in total, with the ωB97M-V functional and the def2-TZVPD basis.

Properties
Strongest force on any atom (Eh/bohr): 0.0896
SMILES: CCOCCOP(CCCCCN)CC(=O)O.c1ccncc1.c1ccncc1.c1ccncc1.c1ccncc1
Gap between HOMO and LUMO (eV): 8.5550
Charge: 0

Last column: Mulliken charge in e.
Cartesian coordinates (Å):
C 3.043090 1.767962 0.373495  -0.787
C 1.729060 2.455414 1.056700  -0.001
O 1.039028 3.386104 0.192698  -0.422
C 0.654164 2.791633 -1.065087  -0.543
C 0.017231 1.329922 -0.959410  0.632
O -0.999927 1.192935 0.072729  -0.445
P -1.824542 -0.274220 -0.287993  0.727
C -1.672005 -1.550633 1.099509  -1.096
C -0.575559 -2.691725 0.839842  -0.779
C 0.745462 -2.027342 0.217969  0.308
C 2.095928 -2.854201 0.455756  -0.513
C 2.090876 -4.129473 -0.516303  -0.621
N 1.969464 -3.789242 -1.975370  -0.530
C -3.697353 0.178530 -0.300496  -0.627
C -3.941539 1.726055 -0.645221  0.406
O -4.359985 2.044739 -1.786930  -0.540
O -3.731380 2.752581 0.327281  -0.489
H 3.484233 2.375474 -0.480063  0.244
H 3.799425 1.644660 1.237823  0.313
H 2.782744 0.689996 0.055522  0.100
H 1.037803 1.679776 1.554598  0.063
H 2.143362 3.083559 1.932782  0.266
H 1.494802 2.822475 -1.858681  0.244
H -0.173424 3.472805 -1.496452  0.394
H 0.843803 0.528390 -0.891223  -0.078
H -0.506381 1.125383 -1.968662  -0.285
H -2.694533 -2.090614 1.154865  0.342
H -1.550130 -1.005136 2.094355  0.420
H -0.263838 -3.187644 1.832973  0.306
H -0.965186 -3.536205 0.170631  0.298
H 0.529666 -1.819217 -0.886396  0.110
H 0.857668 -0.991199 0.721720  -0.068
H 2.158322 -3.144784 1.555158  0.279
H 2.979324 -2.181514 0.171478  0.223
H 1.200702 -4.778996 -0.210700  0.222
H 3.103217 -4.653145 -0.382201  0.361
H 2.822146 -4.128008 -2.445146  0.285
H 1.999750 -2.759433 -2.114748  0.182
H -4.296034 -0.506371 -0.991413  0.304
H -4.058968 -0.018012 0.779450  0.422
H -3.321535 2.310293 1.107809  0.365
C -1.776972 -0.991913 -6.376532  -0.067
C -1.433741 -2.149081 -5.692630  -0.723
C -1.331026 -2.088431 -4.312031  -0.194
N -1.540659 -0.972665 -3.595274  -0.054
C -1.869737 0.133038 -4.281771  0.148
C -2.001303 0.175135 -5.660449  -1.034
H -1.868674 -0.999272 -7.457178  0.390
H -1.250598 -3.077240 -6.219412  0.379
H -1.068363 -2.967749 -3.732161  0.407
H -2.032007 1.021251 -3.677960  0.338
H -2.271546 1.096297 -6.161537  0.373
C -7.896866 0.094887 -2.253705  -0.365
C -8.660891 -1.051377 -2.421343  -0.322
C -8.268802 -1.965039 -3.386554  -0.235
N -7.193329 -1.805321 -4.173647  -0.572
C -6.472716 -0.687104 -3.992174  -0.280
C -6.778646 0.284814 -3.052671  -0.226
H -8.170353 0.833283 -1.507722  0.397
H -9.540621 -1.231438 -1.815938  0.362
H -8.831768 -2.877784 -3.553088  0.355
H -5.610255 -0.582517 -4.642994  0.453
H -6.159651 1.166587 -2.948626  0.441
C 4.600654 7.012401 3.622317  -0.138
C 4.715451 6.463279 2.354304  -0.620
C 4.592087 5.089727 2.220338  0.052
N 4.372365 4.253681 3.250845  -0.384
C 4.267311 4.813504 4.466721  -0.188
C 4.370768 6.174511 4.703084  -0.454
H 4.689640 8.083491 3.767122  0.364
H 4.895752 7.087822 1.488422  0.351
H 4.671101 4.613661 1.248277  0.338
H 4.092556 4.117824 5.281247  0.353
H 4.275410 6.569272 5.706831  0.349
C 4.058686 -2.403413 6.020352  -0.193
C 3.838336 -3.770962 5.954085  -0.363
C 4.051240 -4.411445 4.744138  -0.200
N 4.455482 -3.785983 3.627028  -0.500
C 4.659973 -2.460346 3.718436  -0.193
C 4.478827 -1.730661 4.882495  -0.419
H 3.904343 -1.866642 6.950003  0.361
H 3.509152 -4.327563 6.822610  0.355
H 3.895557 -5.480667 4.643766  0.368
H 4.983945 -1.978083 2.801596  0.396
H 4.660936 -0.663339 4.898729  0.401

Forces on the atoms, in the same order (eV/Å):
C -0.712 -0.797 1.326
C 1.647 0.310 0.883
O 0.240 -1.627 -0.426
C -1.522 0.332 -0.419
C 0.805 0.102 -1.882
O -0.194 -1.136 -0.045
P 0.115 -0.557 -1.461
C -1.102 -0.426 1.039
C 0.974 0.353 0.185
C -0.162 0.459 0.481
C -0.838 0.252 -1.157
C 0.602 0.297 0.872
N 0.800 0.687 0.390
C -0.330 1.177 2.273
C -1.211 0.743 -2.656
O 1.656 -0.814 4.224
O 0.045 -3.090 -1.166
H -0.629 -0.780 1.181
H -0.960 0.344 -1.523
H 0.523 1.739 0.106
H 0.848 0.985 -1.159
H -0.811 -0.763 -1.461
H -1.064 -0.445 1.363
H 1.279 -0.912 0.843
H -1.350 1.218 0.271
H 1.020 0.381 1.378
H 1.364 1.037 -0.097
H 0.101 -0.908 -1.057
H -0.699 0.808 -1.343
H 0.393 1.394 0.838
H 0.491 -0.310 1.437
H -0.108 -1.523 -0.699
H 0.087 0.238 -1.457
H -1.092 -0.951 0.520
H 1.413 0.590 -0.399
H -1.716 0.325 0.129
H -0.705 0.187 0.263
H -0.151 -0.952 0.241
H 1.113 1.204 0.698
H 0.190 0.422 -1.551
H -0.268 0.535 -0.682
C -0.006 -0.010 -0.087
C -0.041 0.121 -0.069
C -0.066 0.360 0.442
N -0.012 -0.030 -0.919
C 0.140 -0.415 0.430
C 0.014 -0.095 -0.069
H 0.002 0.001 0.066
H -0.010 0.031 0.052
H 0.031 -0.013 -0.058
H -0.083 0.031 -0.062
H 0.007 -0.029 0.051
C -0.023 0.013 0.044
C 0.083 0.087 0.024
C 0.416 -0.053 -0.388
N -0.167 0.399 0.446
C -0.226 -0.527 -0.179
C -0.103 0.087 0.042
H 0.022 -0.029 -0.051
H 0.034 -0.021 -0.043
H -0.030 0.042 0.043
H 0.004 0.054 0.059
H 0.004 -0.097 -0.004
C 0.010 0.108 0.020
C -0.013 0.013 0.102
C -0.093 -0.524 0.387
N 0.051 0.724 0.010
C 0.021 -0.400 -0.437
C 0.027 0.064 -0.099
H -0.008 -0.068 -0.010
H -0.019 -0.058 0.025
H -0.012 0.064 0.002
H -0.005 0.072 0.015
H 0.000 -0.048 -0.041
C -0.019 0.050 0.087
C 0.023 0.125 0.005
C 0.167 0.119 -0.564
N -0.108 0.409 0.571
C -0.064 -0.609 -0.185
C -0.038 -0.058 0.080
H 0.011 -0.033 -0.058
H 0.020 0.003 -0.058
H -0.015 0.027 0.059
H -0.008 0.035 0.059
H -0.004 -0.050 -0.036